Computed, not measured: a structure of composition C8H20F6KO4P in a non-equilibrium geometry, with ωB97M-V with the def2-TZVPD basis set.

The geometry in XYZ format:
```
40
Properties=species:S:1:pos:R:3:mulliken_charge:R:1
K -7.30470 0.40835 -13.26082 0.993
P -11.16568 -1.81776 -9.04279 1.140
F -9.60594 -1.35526 -8.68722 -0.379
F -10.54760 -2.53183 -10.30275 -0.331
F -10.96157 -3.10546 -8.11003 -0.341
F -12.66654 -2.45233 -9.32379 -0.364
F -11.77074 -1.00405 -7.73825 -0.364
F -11.47972 -0.48356 -9.94916 -0.362
C -3.02143 2.10588 -16.24938 -0.693
O -3.50701 0.78298 -16.17584 -0.312
C -2.47125 -0.18211 -15.74597 -0.620
C -2.78294 -1.68793 -15.76839 -0.534
O -3.88890 -1.86127 -14.92356 -0.247
C -4.16493 -3.24107 -14.74795 -0.742
H -2.79891 2.53520 -15.27252 0.283
H -3.77290 2.70601 -16.76246 0.256
H -2.16565 2.07147 -16.92360 0.301
H -2.30759 0.15850 -14.72357 0.330
H -1.54494 -0.06422 -16.30825 0.397
H -1.91399 -2.24272 -15.41452 0.366
H -3.00927 -2.00389 -16.78675 0.381
H -4.18808 -3.71270 -15.73035 0.301
H -5.02482 -3.38206 -14.09310 0.239
H -3.30625 -3.71241 -14.26980 0.301
C -12.19450 0.09792 -17.80294 -0.671
O -12.14771 -0.69444 -16.63711 -0.315
C -13.24058 -1.59460 -16.50988 -0.377
C -13.15000 -2.78638 -17.49216 -0.673
O -13.48262 -2.66455 -18.86800 -0.345
C -14.79375 -2.89042 -19.33525 -0.655
H -12.06491 -0.39154 -18.76820 0.248
H -11.37495 0.81061 -17.89520 0.258
H -13.09593 0.69429 -17.66200 0.290
H -14.20469 -1.09411 -16.59990 0.297
H -13.12194 -1.98900 -15.50068 0.300
H -13.67078 -3.67502 -17.13551 0.496
H -12.18415 -3.29152 -17.49982 0.357
H -14.92298 -2.51459 -20.35021 0.226
H -15.52359 -2.35842 -18.72501 0.286
H -14.90372 -3.97423 -19.29835 0.278
```

## Properties
Highest occupied orbital energy: -9.5841 eV
Spin multiplicity: 1
Net charge: 0
ΔE to the lowest compared entry with this formula, charge and spin: 396.84 kJ/mol
Gap between HOMO and LUMO: 0.2773 hartree
E: -58730.965 eV

---

Computed, not measured: the ion C8H20IN2 with charge +1 in a non-equilibrium geometry, with ωB97M-V with the def2-TZVPD basis set.

The geometry in XYZ format:
```
31
Properties=species:S:1:pos:R:3:mulliken_charge:R:1
C -3.02052 -0.38823 0.80548 -1.294
C -1.73985 0.39680 0.61273 -0.290
C -0.96528 -0.70117 -0.22226 -1.482
C 0.50448 -0.44386 -0.38874 -1.168
I 1.33045 -2.33672 -1.49786 0.173
N 1.08031 -0.35564 0.88396 0.284
C 0.65026 -1.27010 1.96444 -1.454
C 2.51106 -0.38725 0.81680 -1.138
N 0.93271 0.66187 -1.33886 0.414
C 0.89077 2.03489 -0.69312 -1.102
C -0.14777 0.73000 -2.42546 -0.797
H -3.00922 -1.04327 1.72915 0.333
H -3.40950 -0.97594 -0.10550 0.284
H -3.84861 0.33419 1.10100 0.393
H -1.93715 1.26179 -0.02380 0.337
H -1.40764 0.67412 1.54856 0.387
H -1.19341 -1.48260 0.43550 0.894
H -1.36090 -1.06544 -1.23652 0.623
H -0.22168 -1.05053 2.41822 0.291
H 0.62881 -2.19609 1.56857 0.567
H 1.26320 -1.13909 2.75598 0.571
H 3.00562 0.03245 -0.03277 0.371
H 2.83472 0.18483 1.59339 0.540
H 3.03588 -1.37217 1.12417 0.393
H 1.91232 0.65882 -1.57987 0.424
H -0.06967 2.38405 -0.28236 0.350
H 1.62275 2.01770 -0.00636 0.447
H 1.05131 2.78369 -1.36284 0.545
H -1.09755 0.47535 -2.16692 0.377
H -0.06926 1.70546 -2.87650 0.397
H 0.24335 -0.12787 -3.11823 0.329
```

## Properties
Highest occupied orbital energy: -12.8242 eV
Spin multiplicity: 1
Net charge: +1
ΔE to the lowest compared entry with this formula, charge and spin: 367.37 kJ/mol
Gap between HOMO and LUMO: 0.3472 hartree
E: -19691.322 eV

---

Computed, not measured: a cluster of 5 separate species, C8H20N4O10 in total in a non-equilibrium geometry, with ωB97M-V with the def2-TZVPD basis set.

The geometry in XYZ format:
```
42
Properties=species:S:1:pos:R:3:mulliken_charge:R:1
C -31.81794 9.86070 -12.33685 -0.724
N -32.36989 9.96343 -10.96058 0.865
O -33.50606 10.34710 -10.82180 -0.518
O -31.63492 9.66823 -10.04497 -0.495
H -31.07016 10.63999 -12.45015 0.286
H -32.66820 10.02193 -12.99041 0.306
H -31.35698 8.88671 -12.45360 0.284
C -31.43602 10.04166 -5.16886 -0.432
N -30.20055 10.86819 -5.29811 0.907
O -29.94975 11.38735 -6.36486 -0.533
O -29.51739 11.00511 -4.30252 -0.568
H -31.12453 9.09775 -4.72593 0.294
H -31.71326 9.71631 -6.16832 0.057
H -32.11576 10.67927 -4.61815 0.276
C -38.66622 5.95877 -5.40511 -0.610
N -40.13266 5.93598 -5.09417 0.851
O -40.54672 5.05995 -4.35924 -0.540
O -40.85953 6.71688 -5.66903 -0.522
H -38.62267 6.75536 -6.14542 0.316
H -38.26887 5.06553 -5.87040 0.293
H -38.23217 6.21939 -4.44479 0.221
C -33.57718 9.91487 -0.11014 -0.716
N -33.37375 10.94966 -1.16808 0.834
O -33.46504 10.59620 -2.33253 -0.475
O -33.17421 12.09003 -0.80403 -0.513
H -34.64000 9.71738 -0.05268 0.268
H -33.16177 10.35744 0.79070 0.328
H -32.95026 9.06085 -0.34881 0.276
C -35.24551 7.64959 -3.90202 -0.772
C -34.18785 6.99675 -4.81796 -0.429
O -33.84784 7.71508 -5.98047 -0.288
C -34.72088 7.64905 -7.00601 0.612
C -34.14736 8.29004 -8.25027 -0.924
O -35.77783 7.08485 -6.95068 -0.556
H -35.39446 7.13592 -2.95439 0.387
H -36.16408 7.55585 -4.48345 0.094
H -35.01164 8.69032 -3.67962 0.195
H -33.31499 6.70566 -4.23316 0.439
H -34.61722 6.03259 -5.10939 0.328
H -34.64244 9.22564 -8.50441 0.306
H -34.35096 7.59779 -9.06446 0.345
H -33.09216 8.48691 -8.09290 0.249
```

## Properties
Highest occupied orbital energy: -10.7513 eV
Spin multiplicity: 1
Net charge: 0
ΔE to the lowest compared entry with this formula, charge and spin: 47.18 kJ/mol
Gap between HOMO and LUMO: 0.3934 hartree
E: -35044.201 eV

---

Computed, not measured: a cluster of 3 separate species, C8H20N4O4S in total, with ωB97M-V with the def2-TZVPD basis set.

The geometry in XYZ format:
```
37
Properties=species:S:1:pos:R:3:mulliken_charge:R:1
N 2.38301 -2.03728 3.99936 -0.527
C 1.15504 -2.73409 3.62112 -0.559
N 1.05194 -3.08824 2.20866 -0.118
S 0.97387 -1.75624 1.10858 -0.062
C 1.76723 -4.18198 1.73206 0.681
O 1.80647 -4.53971 0.58926 -0.547
O 2.36038 -4.87933 2.74572 -0.471
H 2.87164 -2.54849 4.72091 0.267
H 3.01930 -1.93352 3.21972 0.241
H 1.05471 -3.65301 4.19437 0.410
H 0.28570 -2.11170 3.83757 0.245
H 1.96797 -1.01572 1.61264 0.128
H 3.11678 -5.33025 2.35829 0.316
C -0.64491 3.43406 0.17505 -0.723
N 0.41471 2.58562 0.68841 0.152
C 0.84352 2.70224 2.07061 -0.908
C 1.01078 1.67389 -0.09335 0.081
O 1.89327 0.91341 0.27620 -0.671
H -0.36517 4.48731 0.23963 0.322
H -1.56690 3.27989 0.73895 0.326
H -0.82947 3.16465 -0.86160 0.195
H 1.90172 2.95961 2.12575 0.285
H 0.70120 1.75899 2.59955 0.263
H 0.25642 3.47967 2.55402 0.386
H 0.62060 1.66825 -1.12359 0.304
C -3.22072 -0.02532 -4.61463 -0.929
N -2.39462 0.78021 -3.74045 0.124
C -1.10878 0.26237 -3.30223 -0.881
C -2.77938 1.99564 -3.31251 0.125
O -2.11499 2.70934 -2.58152 -0.599
H -3.47873 -0.97419 -4.14069 0.334
H -2.70443 -0.23475 -5.55333 0.330
H -4.14072 0.51200 -4.83791 0.295
H -1.07786 0.17822 -2.21532 0.263
H -0.30047 0.92397 -3.61518 0.289
H -0.95735 -0.72190 -3.73839 0.389
H -3.77177 2.29636 -3.68577 0.242
```

## Properties
Highest occupied orbital energy: -8.9270 eV
Spin multiplicity: 1
Net charge: 0
Gap between HOMO and LUMO: 0.3532 hartree
E: -33606.004 eV

---

Computed, not measured: the ion C8H20N5 with charge +1 in a non-equilibrium geometry, with ωB97M-V with the def2-TZVPD basis set.

The geometry in XYZ format:
```
33
Properties=species:S:1:pos:R:3:mulliken_charge:R:1
C 1.87271 -0.29347 -4.29330 -1.107
C 2.30347 -0.71514 -2.87508 -0.303
C 1.60719 0.19014 -1.73403 -0.838
C 1.70228 -0.27790 -0.36065 0.524
C 2.79054 -0.53165 0.63553 -1.020
N 0.22602 -0.78572 0.11068 0.249
N 0.01708 -1.08868 1.38101 -0.788
C -1.03954 -0.95380 2.13073 0.608
C -1.00610 -1.52474 3.49624 -1.181
N -2.19797 -0.22576 1.68511 -0.300
N -2.20550 0.42735 0.45961 -0.375
C -2.36552 1.98756 0.67502 -0.363
N -3.59690 2.23130 1.34425 -0.532
H 2.49367 -0.93853 -4.86304 0.380
H 2.13589 0.86395 -4.45199 0.254
H 0.76058 -0.33186 -4.32862 0.327
H 3.41306 -0.65122 -2.67105 0.331
H 1.88143 -1.75042 -2.73890 0.315
H 0.51305 0.46809 -2.02029 0.224
H 1.99730 1.18933 -1.70376 0.461
H 3.74070 0.06992 0.37542 0.340
H 3.09444 -1.59697 0.73803 0.306
H 2.31576 -0.34480 1.62977 0.379
H -0.47026 -0.44919 -0.47645 0.479
H -0.24536 -2.32475 3.48035 0.361
H -1.92294 -1.85615 4.02457 0.375
H -0.50641 -0.79411 4.15132 0.285
H -2.92927 0.00031 2.41546 0.281
H -2.82225 -0.09380 -0.23439 0.253
H -1.39464 2.32447 1.16367 0.242
H -2.40913 2.39207 -0.33175 0.355
H -4.31183 2.85202 0.86020 0.241
H -3.44156 2.53216 2.32631 0.237
```

## Properties
Highest occupied orbital energy (spin up / spin down): -11.5429 / -11.6070 eV
Spin multiplicity: 1
Net charge: +1
ΔE to the lowest compared entry with this formula, charge and spin: 424.83 kJ/mol
Gap between HOMO and LUMO (spin up / spin down): 0.2573 / 0.2645 hartree
E: -16059.907 eV

---

Computed, not measured: a structure of composition C8H20N5 in a non-equilibrium geometry, with ωB97M-V with the def2-TZVPD basis set.

The geometry in XYZ format:
```
33
Properties=species:S:1:pos:R:3:mulliken_charge:R:1
C -2.34914 1.25413 -0.37856 0.551
C 3.64180 1.64114 -0.21290 -1.300
C -0.84878 -3.37027 -0.69292 -1.299
C -1.35909 0.35590 2.08797 -1.045
C 2.51466 0.67368 -0.39820 -0.641
C -1.14676 -1.86886 -0.55454 -0.508
C 1.27285 0.92075 0.57093 -0.750
C -0.02911 -1.13815 0.14529 -0.494
N -3.43926 1.78063 -0.20667 -0.619
N -0.25708 0.88134 -1.26738 -0.361
N -1.63836 0.90654 -1.39032 -0.342
N -0.98247 1.01944 0.88975 -0.644
N -0.02130 0.38880 0.10235 1.211
H 4.36347 1.33098 -1.03100 0.361
H 3.27966 2.62654 -0.45427 0.387
H 4.23336 1.50267 0.81583 0.292
H -1.67194 -3.83430 -1.26304 0.387
H 0.03903 -3.51157 -1.40842 0.308
H -0.84551 -3.64881 0.42206 0.334
H -2.03930 1.13990 2.65113 0.323
H -1.79570 -0.57708 2.05424 0.329
H -0.39505 0.33081 2.65255 0.443
H 2.99831 -0.30711 -0.16284 0.311
H 2.18244 0.68413 -1.34821 0.648
H -2.10325 -1.77324 -0.03804 0.335
H -1.38700 -1.50552 -1.50888 0.427
H 1.55016 0.50672 1.51580 0.317
H 1.04498 1.91113 0.58405 0.553
H 0.13314 -1.34328 1.16004 0.450
H 0.95558 -1.45748 -0.45125 0.243
H -3.89389 1.98588 0.70485 0.283
H 0.03038 1.83928 -1.39066 0.302
H -2.03687 0.65525 -2.19875 0.207
```

## Properties
Highest occupied orbital energy: -13.1544 eV
Spin multiplicity: 1
Net charge: +1
ΔE to the lowest compared entry with this formula, charge and spin: 558.57 kJ/mol
Gap between HOMO and LUMO: 0.3963 hartree
E: -16058.521 eV

---

Question: What is the formula in the second record?
Answer: C8H20IN2

---

Copy entry 5 word for word.
Computed, not measured: the ion C8H20N5 with charge +1 in a non-equilibrium geometry, with ωB97M-V with the def2-TZVPD basis set.

The geometry in XYZ format:
```
33
Properties=species:S:1:pos:R:3:mulliken_charge:R:1
C 1.87271 -0.29347 -4.29330 -1.107
C 2.30347 -0.71514 -2.87508 -0.303
C 1.60719 0.19014 -1.73403 -0.838
C 1.70228 -0.27790 -0.36065 0.524
C 2.79054 -0.53165 0.63553 -1.020
N 0.22602 -0.78572 0.11068 0.249
N 0.01708 -1.08868 1.38101 -0.788
C -1.03954 -0.95380 2.13073 0.608
C -1.00610 -1.52474 3.49624 -1.181
N -2.19797 -0.22576 1.68511 -0.300
N -2.20550 0.42735 0.45961 -0.375
C -2.36552 1.98756 0.67502 -0.363
N -3.59690 2.23130 1.34425 -0.532
H 2.49367 -0.93853 -4.86304 0.380
H 2.13589 0.86395 -4.45199 0.254
H 0.76058 -0.33186 -4.32862 0.327
H 3.41306 -0.65122 -2.67105 0.331
H 1.88143 -1.75042 -2.73890 0.315
H 0.51305 0.46809 -2.02029 0.224
H 1.99730 1.18933 -1.70376 0.461
H 3.74070 0.06992 0.37542 0.340
H 3.09444 -1.59697 0.73803 0.306
H 2.31576 -0.34480 1.62977 0.379
H -0.47026 -0.44919 -0.47645 0.479
H -0.24536 -2.32475 3.48035 0.361
H -1.92294 -1.85615 4.02457 0.375
H -0.50641 -0.79411 4.15132 0.285
H -2.92927 0.00031 2.41546 0.281
H -2.82225 -0.09380 -0.23439 0.253
H -1.39464 2.32447 1.16367 0.242
H -2.40913 2.39207 -0.33175 0.355
H -4.31183 2.85202 0.86020 0.241
H -3.44156 2.53216 2.32631 0.237
```

## Properties
Highest occupied orbital energy (spin up / spin down): -11.5429 / -11.6070 eV
Spin multiplicity: 1
Net charge: +1
ΔE to the lowest compared entry with this formula, charge and spin: 424.83 kJ/mol
Gap between HOMO and LUMO (spin up / spin down): 0.2573 / 0.2645 hartree
E: -16059.907 eV

---

Copy entry 4 word for word.
Computed, not measured: a cluster of 3 separate species, C8H20N4O4S in total, with ωB97M-V with the def2-TZVPD basis set.

The geometry in XYZ format:
```
37
Properties=species:S:1:pos:R:3:mulliken_charge:R:1
N 2.38301 -2.03728 3.99936 -0.527
C 1.15504 -2.73409 3.62112 -0.559
N 1.05194 -3.08824 2.20866 -0.118
S 0.97387 -1.75624 1.10858 -0.062
C 1.76723 -4.18198 1.73206 0.681
O 1.80647 -4.53971 0.58926 -0.547
O 2.36038 -4.87933 2.74572 -0.471
H 2.87164 -2.54849 4.72091 0.267
H 3.01930 -1.93352 3.21972 0.241
H 1.05471 -3.65301 4.19437 0.410
H 0.28570 -2.11170 3.83757 0.245
H 1.96797 -1.01572 1.61264 0.128
H 3.11678 -5.33025 2.35829 0.316
C -0.64491 3.43406 0.17505 -0.723
N 0.41471 2.58562 0.68841 0.152
C 0.84352 2.70224 2.07061 -0.908
C 1.01078 1.67389 -0.09335 0.081
O 1.89327 0.91341 0.27620 -0.671
H -0.36517 4.48731 0.23963 0.322
H -1.56690 3.27989 0.73895 0.326
H -0.82947 3.16465 -0.86160 0.195
H 1.90172 2.95961 2.12575 0.285
H 0.70120 1.75899 2.59955 0.263
H 0.25642 3.47967 2.55402 0.386
H 0.62060 1.66825 -1.12359 0.304
C -3.22072 -0.02532 -4.61463 -0.929
N -2.39462 0.78021 -3.74045 0.124
C -1.10878 0.26237 -3.30223 -0.881
C -2.77938 1.99564 -3.31251 0.125
O -2.11499 2.70934 -2.58152 -0.599
H -3.47873 -0.97419 -4.14069 0.334
H -2.70443 -0.23475 -5.55333 0.330
H -4.14072 0.51200 -4.83791 0.295
H -1.07786 0.17822 -2.21532 0.263
H -0.30047 0.92397 -3.61518 0.289
H -0.95735 -0.72190 -3.73839 0.389
H -3.77177 2.29636 -3.68577 0.242
```

## Properties
Highest occupied orbital energy: -8.9270 eV
Spin multiplicity: 1
Net charge: 0
Gap between HOMO and LUMO: 0.3532 hartree
E: -33606.004 eV

---

Question: The highest E belongs to which entry?
Answer: number 6